A cluster of 4 separate species, C7H17IN6O10S in total in a non-equilibrium geometry, computed with wB97M-V/def2-TZVPD.

As for the strongest force on any atom: 1.3 eV/Å. For the HOMO energy, the calculation gives -9.67 eV. The multiplicity is 1. As for the SMILES: O=CC[C@]1(O)OS(=O)(=O)O[C@@]1(O)I.NC(N)=O.NC(N)=O.NC(N)=O. The lowest unoccupied orbital energy comes out at -0.2 eV. The frontier orbital gap is 9.5 eV. Its net charge is 0.

The geometry in XYZ format:
```
42
Properties=species:S:1:pos:R:3:forces:R:3
O -1.1832 -1.2525 -3.0768 0.0848 0.3646 0.0325
C -0.8812 -0.1062 -2.8693 -0.0505 -0.3573 -0.0506
C 0.4797 0.4767 -3.1625 0.0497 0.1412 -0.1191
C 1.0336 1.0977 -1.8750 0.4138 -1.1996 -0.0397
O 0.8646 0.1960 -0.8332 -0.6283 0.7695 -0.1093
O 0.3895 2.3289 -1.5585 0.1316 0.2321 -0.1168
S 1.0859 3.4883 -2.4390 -0.4259 -0.0279 -0.2812
O 0.5376 3.4937 -3.7498 0.0047 0.1331 0.1501
O 1.0838 4.6752 -1.6679 0.2420 -0.1720 0.1798
O 2.5357 2.8176 -2.5359 -0.3838 -0.1610 -0.0090
C 2.5133 1.5037 -1.9245 0.5057 0.6944 0.6708
O 3.2711 0.6077 -2.5893 -0.0994 0.0953 -0.0898
I 3.2421 1.8522 0.1271 0.0523 -0.1507 -0.3546
H -1.6072 0.6182 -2.4604 -0.1153 -0.0299 0.0587
H 0.3379 1.2335 -3.9336 0.1803 0.0475 -0.0613
H 1.1573 -0.2905 -3.5283 -0.0132 -0.0974 0.0297
H 1.3326 -0.6325 -1.0397 -0.0525 -0.2560 0.4571
H 4.1771 0.6277 -2.2577 0.0529 0.0253 -0.0638
N -0.7519 -1.6747 0.8305 0.1154 -0.0364 0.0590
C 0.3321 -2.5026 0.9395 -0.0622 -0.0788 -0.0475
N 0.1003 -3.6903 1.5483 0.0284 0.2897 -0.0093
O 1.4390 -2.1861 0.5009 -0.1093 0.0373 -0.1857
H -1.6656 -1.9221 1.1565 0.0080 -0.0779 0.0117
H -0.6103 -0.7946 0.3736 0.0120 0.1032 -0.0285
H 0.8747 -4.3194 1.6370 0.0045 -0.0439 0.0025
H -0.7936 -3.9815 1.9107 0.1609 -0.1083 -0.0616
N -3.5908 -6.4561 3.1807 0.0375 0.0139 -0.0512
C -2.4951 -6.5376 2.3711 -0.0159 -0.0313 0.0001
N -2.4897 -7.5689 1.4796 0.0015 0.0269 0.0395
O -1.5725 -5.7372 2.4405 -0.1694 -0.0770 0.0674
H -4.3565 -7.1007 3.1417 -0.0009 -0.0196 -0.0111
H -3.6135 -5.7104 3.8498 0.0147 0.0090 0.0231
H -1.6958 -7.6463 0.8724 0.0171 0.0134 -0.0133
H -3.2305 -8.2387 1.4036 -0.0172 -0.0040 0.0127
N -0.3156 5.8231 1.9238 -0.0275 -0.0506 -0.0506
C 0.4073 6.9613 2.1568 0.1003 -0.0386 -0.1285
N 1.2959 7.2774 1.1622 -0.0138 0.0138 0.0371
O 0.2753 7.6336 3.1627 -0.0081 0.0018 -0.0094
H -0.1982 5.2683 1.0968 0.0036 -0.0197 -0.0039
H -0.9713 5.5340 2.6231 -0.0040 0.0246 0.0405
H 1.8451 8.1062 1.2821 -0.0010 0.0243 0.0273
H 1.4111 6.7281 0.3306 -0.0238 -0.0232 -0.0036
```
Forces are in eV/Å.

Atomic partial charges in e from the natural (NBO) method, atoms 1 to 8:
1. O -0.50
2. C 0.45
3. C -0.58
4. C 0.44
5. O -0.72
6. O -0.68
7. S 2.55
8. O -0.90